ORCA calculation (the ωB97M-V functional and the def2-TZVPD basis) on the molecule C6H10OS.

Results
**Total energy**: -707.99256 Ha
**Spin multiplicity**: 1
**Relative energy (zero: lowest compared OMol25 entry of this formula, charge and spin)**: 36.2 kcal per mole
**Kohn-Sham gap**: 9.00 eV
**SMILES string**: C=C/C(=C\SC)CO

CARTESIAN COORDINATES (ANGSTROEM)
C: 2.40 0.06 0.64
C: 1.34 0.82 0.91
C: 0.08 0.88 0.15
C: -0.49 -0.12 -0.54
S: 0.14 -1.74 -0.77
C: -1.37 -2.58 -1.28
C: -0.65 2.20 0.23
O: -0.94 2.57 1.58
H: 3.26 0.09 1.26
H: 2.46 -0.58 -0.23
H: 1.39 1.50 1.80
H: -1.47 0.06 -1.04
H: -2.11 -2.56 -0.48
H: -1.80 -2.13 -2.19
H: -1.13 -3.62 -1.51
H: -0.02 3.02 -0.14
H: -1.55 2.17 -0.39
H: -1.48 1.88 1.97

natural (NBO) atomic charge list, values in e, 5 entries: C -0.37; C -0.22; C -0.12; C -0.34; S 0.27